(1)
The following is a DFT calculation (ωB97M-V/def2-TZVPD) of a molecular structure, C36H38Cl3GeN7P2SSe2Ti at a distorted geometry.

Frontier orbital gap (alpha / beta)   5.80 / 5.90 eV
Energy above the lowest of the compared OMol25 structures with the same formula, charge and spin   15.5 kcal/mol
Net charge   +1
Spin multiplicity   2
Highest occupied orbital energy (alpha / beta)   -9.91 / -9.91 eV
Max |F|   1.9 eV Å⁻¹

The geometry in XYZ format:
```
91
Properties=species:S:1:pos:R:3:forces:R:3:mulliken_spin:R:1
Ti -0.08718 -0.03630 -0.01305 -0.4 0.9 -1.2 1.05
N 1.17407 1.75580 0.01630 -0.3 0.8 1.2 0.00
C 2.04102 2.31729 1.13835 -0.4 -0.4 -0.2 0.00
C 1.39181 2.15516 2.50857 -0.2 -0.3 -0.2 0.00
C 1.46659 0.70040 3.03588 -0.3 0.3 -0.1 0.01
C 0.12709 0.01561 3.25064 -0.2 0.2 -0.5 0.01
N -0.74777 0.07535 2.02508 0.4 0.4 0.6 -0.02
H 1.67671 1.78801 -0.85106 0.5 0.0 -0.5 0.00
H 0.44604 2.46546 -0.15230 0.0 0.1 0.0 0.00
H 2.22676 3.36316 0.93344 0.0 0.2 -0.1 0.00
H 2.99916 1.80336 1.12081 0.1 -0.1 -0.1 0.00
H 0.35713 2.51104 2.43257 0.0 0.0 0.1 0.00
H 1.88638 2.82751 3.20828 0.0 0.0 -0.1 0.00
H 2.00911 0.67607 3.97961 0.0 0.0 0.0 0.00
H 2.04226 0.10224 2.33904 0.2 -0.1 -0.2 0.00
H -0.39672 0.46749 4.08430 -0.2 0.1 0.2 0.00
H 0.29379 -1.02496 3.50035 0.0 -0.3 0.0 0.00
H -1.21515 0.98481 2.00346 -0.2 0.2 0.1 0.00
H -1.52179 -0.58023 2.10019 -0.2 -0.2 0.0 0.00
Se -3.90857 -4.48993 -4.15684 0.0 0.4 0.0 0.00
P -4.05588 -4.10104 -2.09370 0.2 0.0 -0.1 0.00
C -5.67470 -3.48692 -1.59043 -0.2 0.0 0.1 0.00
C -6.55965 -4.24915 -0.83278 -0.1 0.1 0.0 0.00
C -7.82716 -3.74694 -0.53713 0.1 -0.1 0.0 0.00
C -8.20282 -2.49053 -0.98909 0.0 0.0 0.0 0.00
C -7.31044 -1.71926 -1.73089 0.1 0.0 0.0 0.00
C -6.05103 -2.21596 -2.03251 -0.1 0.0 0.0 0.00
C -3.68104 -5.62048 -1.16077 0.1 -0.1 0.3 0.00
C -2.76187 -5.69664 -0.11075 -0.1 -0.2 0.0 0.00
C -2.50163 -6.91965 0.51072 0.0 0.2 -0.1 0.00
C -3.16606 -8.06445 0.10061 0.0 -0.1 0.0 0.00
C -4.08977 -7.99429 -0.93839 0.0 0.1 -0.1 0.00
C -4.33837 -6.78394 -1.57547 0.1 -0.1 0.2 0.00
C -2.96878 -2.82302 -1.33866 -0.1 0.0 0.6 0.00
C -1.91660 -1.97886 -1.67116 0.3 0.2 0.6 0.01
N -1.51227 -1.41993 -0.47978 -0.7 -0.5 -0.4 -0.07
N -2.30208 -1.86942 0.51350 0.0 -0.1 -1.0 0.01
N -3.17144 -2.68742 0.01459 0.0 -0.2 -0.2 0.00
P -1.04508 -1.39450 -3.15930 -0.2 -0.2 0.2 0.03
Se 0.79619 -0.43496 -2.52862 0.0 -0.2 0.5 -0.01
C -1.99823 -0.18899 -4.08468 -0.1 0.4 0.0 -0.01
C -1.41149 1.05415 -4.36419 -0.3 -0.1 -0.2 0.00
C -2.12846 2.01168 -5.07551 0.0 0.0 0.0 0.00
C -3.41924 1.73269 -5.50551 0.0 0.0 0.0 0.00
C -4.00035 0.49489 -5.23354 0.0 0.0 0.0 0.00
C -3.29859 -0.46676 -4.52231 0.1 0.1 -0.1 0.00
C -0.64488 -2.81625 -4.14850 0.1 -0.1 -0.1 0.00
C -0.47048 -4.06489 -3.55675 0.1 -0.1 -0.1 0.00
C -0.03871 -5.13132 -4.32988 0.0 0.0 0.0 0.00
C 0.22716 -4.94586 -5.68266 0.0 -0.1 0.0 0.00
C 0.06564 -3.69431 -6.26675 0.0 0.0 0.0 0.00
C -0.36549 -2.62090 -5.49836 -0.1 0.0 -0.2 0.00
H -6.26721 -5.22434 -0.46138 0.0 0.0 0.0 0.00
H -8.51950 -4.34299 0.05165 0.1 0.1 -0.1 0.00
H -9.19324 -2.10444 -0.75896 0.2 -0.1 0.0 0.00
H -7.59795 -0.73061 -2.07568 0.0 -0.1 0.1 0.00
H -5.35644 -1.60565 -2.60720 -0.1 -0.1 0.1 0.00
H -2.25851 -4.80698 0.24020 0.0 -0.1 0.0 0.00
H -1.77860 -6.97232 1.32185 -0.1 0.0 -0.1 0.00
H -2.96326 -9.01696 0.58762 -0.1 0.2 -0.1 0.00
H -4.61235 -8.88994 -1.26311 0.1 0.1 0.0 0.00
H -5.03193 -6.73898 -2.40583 0.0 0.0 0.0 0.00
H -0.40439 1.27166 -4.03489 -0.1 0.0 0.0 0.00
H -1.67502 2.97949 -5.28267 -0.1 -0.2 0.1 0.00
H -3.98081 2.48687 -6.05345 0.1 -0.2 0.1 0.00
H -5.00915 0.27226 -5.57863 0.2 0.1 0.1 0.00
H -3.74721 -1.43238 -4.34233 0.0 -0.2 0.1 0.00
H -0.68759 -4.21443 -2.50699 0.0 0.0 0.0 0.00
H 0.08025 -6.11040 -3.87922 0.0 0.1 0.0 0.00
H 0.56229 -5.78559 -6.28838 -0.1 0.2 0.1 0.00
H 0.27549 -3.55399 -7.32248 0.0 0.0 0.1 0.00
H -0.50311 -1.64104 -5.95248 0.0 -0.2 0.1 0.00
N 4.93568 -4.91990 0.61022 0.7 0.3 -0.2 0.00
C 3.67177 -5.08050 0.98423 -0.8 1.4 -0.1 0.00
S 3.07167 -6.49587 1.47760 -0.5 -0.6 0.3 0.00
C 2.80671 -3.79762 0.86404 1.3 -1.4 0.0 0.00
C 3.27763 -2.67276 0.24106 0.5 1.0 -0.5 -0.01
C 2.45659 -1.56965 0.08511 1.0 -0.4 -0.1 0.01
N 1.20988 -1.53170 0.51790 0.4 -1.0 0.6 -0.03
C 0.76356 -2.61093 1.16102 0.1 -0.8 0.5 0.01
C 1.53350 -3.74826 1.35090 -1.2 0.1 0.5 0.00
H 5.54240 -5.71932 0.67592 0.1 0.0 0.0 0.00
H 5.34891 -4.02242 0.40832 0.0 -0.3 0.1 0.00
H 4.27576 -2.61906 -0.17295 -0.1 0.1 -0.1 0.00
H 2.81918 -0.70228 -0.42320 0.2 0.4 -0.3 0.00
H -0.24658 -2.57833 1.52910 -0.2 0.0 0.0 0.00
H 1.13160 -4.60044 1.87840 -0.1 -0.1 0.0 0.00
Cl -4.08471 1.88873 -1.92933 -0.2 -0.3 -0.2 0.00
Ge -2.14234 1.62669 -1.05859 0.4 1.1 0.6 0.00
Cl -1.08957 3.45532 -1.90634 0.1 -0.3 0.0 0.00
Cl -2.62673 2.68473 0.93716 0.3 -0.4 0.0 0.00
```
Positions in Å, forces in eV/Å.

***

(2)
The following is a DFT calculation (ωB97M-V/def2-TZVPD) of a molecular structure, C36H38FN7O2S at a distorted geometry.

Frontier orbital gap   6.86 eV
Spin multiplicity   1
Highest occupied orbital energy   -7.57 eV
Max |F|   2.0 eV Å⁻¹

The geometry in XYZ format:
```
85
Properties=species:S:1:pos:R:3:forces:R:3:lowdin_charge:R:1
C -0.31390 -0.55825 1.18323 0.4 0.4 -0.3 0.05
C 0.26990 0.48585 0.49833 -0.2 -0.5 0.2 -0.10
C 0.01307 0.72439 -0.92574 1.5 -1.2 -0.2 -0.13
C -0.30969 1.97238 -1.40373 0.0 0.0 -0.2 -0.12
C -0.32071 3.11220 -0.40639 0.4 0.1 -0.1 -0.14
C 1.06902 3.46295 0.05314 0.2 0.2 0.4 -0.25
N 1.31858 3.68785 1.27378 0.0 -0.1 0.0 0.09
C -0.61012 2.18163 -2.81456 0.0 0.3 0.3 -0.11
C -0.95227 3.56870 -3.32300 -0.1 -0.2 -0.5 -0.10
C -2.33005 3.74860 -4.03065 0.4 -0.4 0.1 -0.17
C -3.41904 2.75238 -3.65466 -0.4 0.4 0.1 -0.19
C -3.74314 2.71603 -2.17669 -0.4 -0.5 0.0 -0.23
O -4.91086 1.89605 -2.02545 0.0 0.0 -0.1 -0.08
C -0.54312 1.15206 -3.71281 -0.3 -0.1 0.1 -0.13
C -0.76682 1.27932 -5.19920 0.8 0.1 0.3 -0.03
C 0.36404 2.02822 -5.85553 -0.5 0.6 -0.5 -0.45
O 0.24042 2.85300 -6.70079 0.3 -0.2 0.2 0.16
F 1.59259 1.71684 -5.39074 -0.1 -0.2 0.1 0.11
C -0.20843 -0.13644 -3.22042 -0.1 -0.3 -0.3 -0.31
N -0.11053 -1.24948 -3.96382 0.1 0.1 0.0 -0.22
S 0.33309 -2.41997 -2.97038 0.0 -0.1 0.1 1.02
N 0.39743 -1.63029 -1.57788 0.1 0.0 -0.1 -0.22
C 0.07500 -0.36369 -1.85412 -0.3 0.3 0.1 -0.31
H -0.06640 -1.58935 0.95583 -1.5 -0.2 -1.1 0.06
H -1.00040 -0.35300 1.99458 1.4 -0.1 1.2 0.06
H 0.94315 1.15949 1.01789 -1.6 1.2 0.5 0.08
H -0.91123 2.88060 0.47890 0.0 -0.1 0.0 0.12
H -0.71834 4.03178 -0.82307 -0.2 0.0 -0.1 0.10
H 1.86387 3.53041 -0.69519 -0.2 -0.1 -0.3 0.12
H 2.30533 3.91248 1.38977 0.0 0.1 0.1 0.05
H -0.17811 3.81944 -4.05354 0.0 0.2 0.0 0.12
H -0.88349 4.32807 -2.55931 0.1 -0.1 0.2 0.09
H -2.16852 3.70716 -5.10715 -0.1 0.1 -0.1 0.10
H -2.67242 4.75983 -3.81342 -0.1 0.0 0.0 0.11
H -4.33605 3.07121 -4.15732 0.0 -0.1 -0.1 0.12
H -3.23298 1.73768 -4.00334 0.2 0.0 0.1 0.11
H -3.96680 3.72188 -1.80881 0.2 0.1 0.1 0.12
H -2.94222 2.25926 -1.59455 0.2 0.3 0.0 0.11
H -4.87762 1.46872 -1.16643 0.0 0.0 0.1 0.08
H -1.66102 1.82331 -5.47112 -0.1 -0.2 0.0 0.11
H -0.78388 0.27986 -5.63196 -0.1 0.0 -0.1 0.13
N 1.21935 -1.03543 3.77661 0.1 -0.1 0.1 0.05
C 1.35570 -2.25201 4.30167 0.0 0.1 0.0 -0.15
C 2.55372 -2.75396 4.78862 -0.1 0.1 0.0 -0.07
C 3.67520 -1.94458 4.72157 0.0 0.0 0.0 -0.07
C 3.55325 -0.67600 4.17718 0.0 0.0 0.0 -0.07
C 2.30767 -0.27125 3.72236 -0.1 0.0 0.0 -0.15
H 0.45261 -2.85347 4.33052 0.0 0.0 0.0 0.10
H 2.61399 -3.74757 5.20469 0.1 0.0 0.0 0.06
H 4.62966 -2.30006 5.08829 0.0 0.0 0.0 0.10
H 4.40408 -0.01225 4.10528 0.0 0.0 0.0 0.10
H 2.16843 0.71589 3.29216 0.0 0.0 0.0 0.10
N -7.58454 4.12992 0.91441 0.0 0.0 0.0 0.05
C -8.20121 3.49311 1.90804 0.0 0.1 0.0 -0.16
C -8.55492 2.15315 1.86078 0.0 0.0 0.0 -0.08
C -8.25406 1.43351 0.71505 0.0 0.0 0.0 -0.08
C -7.61402 2.08100 -0.32929 -0.1 -0.1 0.0 -0.08
C -7.30165 3.42413 -0.17832 0.0 0.1 0.0 -0.16
H -8.42087 4.09204 2.78515 0.0 0.0 0.0 0.10
H -9.05275 1.68828 2.70072 0.0 0.0 0.0 0.10
H -8.51370 0.38531 0.63785 0.0 0.0 0.0 0.10
H -7.35949 1.56167 -1.24246 0.0 0.0 0.0 0.09
H -6.79757 3.96278 -0.97277 0.0 -0.1 0.0 0.10
N 4.90649 -1.72086 -1.30610 0.1 0.1 -0.1 0.06
C 6.02432 -1.55053 -2.00902 0.0 0.0 0.0 -0.16
C 6.10665 -0.76088 -3.14694 0.0 0.0 0.0 -0.08
C 4.96269 -0.11184 -3.58327 0.0 0.0 0.0 -0.08
C 3.79040 -0.27759 -2.86436 0.0 0.0 0.0 -0.07
C 3.81718 -1.08793 -1.73809 -0.1 0.0 0.1 -0.16
H 6.89720 -2.07695 -1.63803 0.0 0.0 0.0 0.10
H 7.04438 -0.65930 -3.67598 0.0 0.0 0.0 0.10
H 4.98409 0.51262 -4.46739 0.0 0.0 0.0 0.11
H 2.87197 0.21047 -3.16811 0.0 0.0 0.0 0.09
H 2.91988 -1.23945 -1.14780 0.0 0.0 0.0 0.08
N 3.81350 -5.77067 5.43761 0.0 -0.2 0.1 0.05
C 2.74990 -6.56871 5.37326 0.0 0.1 0.0 -0.15
C 2.74316 -7.88015 5.82252 0.0 0.0 0.0 -0.07
C 3.90840 -8.39385 6.36742 0.0 0.0 0.0 -0.08
C 5.02559 -7.57790 6.44084 0.0 0.0 0.0 -0.07
C 4.92516 -6.27960 5.96521 0.0 0.1 0.0 -0.15
H 1.85796 -6.12996 4.93698 0.0 0.0 0.0 0.10
H 1.84742 -8.48073 5.74595 0.0 0.0 0.0 0.10
H 3.94537 -9.41332 6.72894 0.0 0.0 0.0 0.11
H 5.95601 -7.93772 6.85769 0.0 0.0 0.0 0.10
H 5.77608 -5.60856 6.00687 0.0 0.0 0.0 0.10
```
Positions in Å, forces in eV/Å.